No. 1
ORCA calculation (ωB97M-V/def2-TZVPD) on 8 unconnected molecules or ions with the total composition C4H24NO9.

* F_max: 5.1 eV/A
* total energy: -898.509053 hartree
* gap between HOMO and LUMO (alpha / beta): 10.2 / 6.0 eV
* E_HOMO (alpha / beta): -10.23 / -10.17 eV
* M: 230.234 g/mol
* LUMO energy (alpha / beta): -0.06 / -4.15 eV
* 2S+1: 2

Each line ends with the Löwdin charge.
CARTESIAN COORDINATES (ANGSTROEM)
C -0.636 2.208 -3.141  -0.110
N -0.485 0.799 -2.793  -0.071
C 0.110 0.390 -1.492  -0.300
C 1.587 0.254 -1.556  -0.184
O 2.304 -0.001 -0.313  -0.037
C -0.191 1.141 -0.191  -0.168
O -0.605 0.339 0.873  -0.141
H -1.597 2.573 -2.847  0.068
H 0.192 2.822 -2.714  0.093
H -0.287 2.224 -4.209  0.098
H -1.326 0.263 -2.907  0.106
H -0.351 -0.654 -1.360  0.161
H 1.879 -0.678 -2.048  0.095
H 2.069 1.129 -2.076  0.147
H 1.745 0.144 0.431  0.023
H 0.555 1.731 0.376  0.160
H -1.045 1.740 -0.500  0.160
H 1.075 2.339 3.133  -0.021
H 0.895 1.222 4.072  0.031
O 1.592 1.724 3.627  -0.060
H 2.529 -2.262 -1.395  0.033
H 1.120 -2.684 -1.883  0.031
O 2.020 -2.994 -1.770  -0.041
H -0.825 1.285 2.063  0.007
H -1.547 2.762 2.057  0.082
O -0.924 2.177 2.590  -0.123
H -2.509 -2.214 0.722  -0.005
H -1.429 -1.210 0.445  0.033
O -1.826 -2.104 0.127  -0.067
H 0.759 -0.753 1.515  -0.037
H 0.815 -2.084 2.357  0.056
O 0.641 -1.123 2.363  -0.016
H 0.998 -3.822 0.066  -0.042
H -0.166 -2.973 0.622  -0.011
O 0.625 -3.473 0.797  -0.008
H -2.259 -0.350 2.381  0.155
H -2.533 0.347 1.001  -0.028
O -2.969 -0.235 1.576  -0.068

=====

No. 2
ORCA calculation (ωB97M-V/def2-TZVPD) on a molecular structure, C37H36AsN7O2STa.

* F_max: 1.6 eV/A
* total energy: -4655.415034 hartree
* gap between HOMO and LUMO: 5.1 eV
* E_HOMO: -15.97 eV
* total charge: +3
* M: 898.679 g/mol
* LUMO energy: -10.90 eV

Each line ends with the Löwdin charge.
CARTESIAN COORDINATES (ANGSTROEM)
Ta -1.056 0.622 0.534  1.520
O 1.166 -0.695 4.179  0.098
C 1.260 0.514 4.770  -0.223
C 1.997 0.557 5.946  0.026
C 2.144 1.745 6.627  0.006
C 1.557 2.932 6.159  -0.034
C 0.829 2.910 5.007  0.004
C 0.668 1.702 4.272  -0.085
C -0.083 1.759 3.064  -0.314
O -0.169 0.661 2.223  -0.303
N -0.706 2.831 2.661  0.124
N -1.266 2.612 1.440  -0.124
C -2.017 3.497 0.892  0.021
C -2.537 3.134 -0.417  -0.225
C -3.351 3.953 -1.163  0.055
C -3.809 3.503 -2.400  0.045
C -3.430 2.248 -2.848  0.022
C -2.608 1.472 -2.053  -0.072
N -2.164 1.894 -0.854  -0.062
H 0.576 -0.667 3.426  0.056
H 2.436 -0.363 6.308  0.140
H 2.726 1.761 7.540  0.133
H 1.680 3.853 6.711  0.126
H 0.371 3.812 4.627  0.122
H -2.259 4.432 1.386  0.168
H -3.620 4.928 -0.779  0.147
H -4.455 4.128 -3.003  0.146
H -3.766 1.867 -3.802  0.138
H -2.286 0.491 -2.378  0.080
S -2.770 -0.647 1.478  0.745
C -3.344 -1.826 0.269  -0.612
C -4.599 -2.382 0.490  -0.081
C -5.081 -3.342 -0.389  -0.018
C -4.302 -3.769 -1.454  -0.016
C -3.033 -3.236 -1.652  -0.075
C -2.549 -2.251 -0.803  -0.390
As -0.726 -1.598 -0.968  1.253
C 0.241 -2.972 -0.039  -0.380
C 0.671 -4.107 -0.714  -0.081
C 1.239 -5.145 0.012  -0.029
C 1.373 -5.050 1.390  -0.024
C 0.937 -3.914 2.062  -0.035
C 0.369 -2.874 1.344  -0.124
C -0.319 -1.720 -2.828  -0.406
C -1.294 -1.468 -3.791  -0.123
C -0.936 -1.448 -5.132  -0.036
C 0.384 -1.666 -5.506  -0.023
C 1.351 -1.926 -4.543  -0.028
C 1.006 -1.943 -3.200  -0.128
H -5.190 -2.072 1.342  0.120
H -6.065 -3.763 -0.229  0.132
H -4.671 -4.534 -2.123  0.130
H -2.412 -3.614 -2.453  0.117
H 0.567 -4.195 -1.787  0.108
H 1.577 -6.034 -0.504  0.127
H 1.819 -5.865 1.945  0.128
H 1.037 -3.840 3.136  0.123
H 0.011 -1.997 1.873  0.054
H -2.332 -1.332 -3.513  0.096
H -1.691 -1.274 -5.887  0.124
H 0.658 -1.642 -6.552  0.128
H 2.375 -2.111 -4.839  0.127
H 1.760 -2.156 -2.451  0.100
C 1.555 2.650 0.382  -0.158
N 2.906 2.927 0.004  -0.066
C 3.805 1.898 0.535  -0.116
N 3.441 0.579 0.000  -0.064
C 2.097 0.265 0.380  -0.170
N 1.093 1.296 -0.152  -0.190
C 1.290 1.344 -1.660  -0.179
N 2.647 1.640 -2.016  -0.067
C 3.026 2.945 -1.459  -0.120
C 3.541 0.616 -1.464  -0.121
H 0.895 3.417 -0.029  0.131
H 1.474 2.641 1.466  0.114
H 3.749 1.881 1.625  0.142
H 4.826 2.131 0.242  0.145
H 2.023 0.240 1.466  0.121
H 1.826 -0.713 -0.023  0.098
H 0.631 2.119 -2.061  0.130
H 1.005 0.377 -2.074  0.078
H 2.384 3.723 -1.874  0.139
H 4.058 3.161 -1.728  0.144
H 4.566 0.844 -1.749  0.146
H 3.272 -0.360 -1.871  0.123